(1)
The following is a DFT calculation (ωB97M-V with the def2-TZVPD basis set) of 6 unconnected molecules or ions with the total composition C54H112FN7O2S2.

Output
HOMO level, hartree: -0.2999
Lowest unoccupied orbital energy, eV: -1.55
SMILES: CCCCCCCc1cnc2c(CSCC)c(S(=O)(=O)F)c(CCCCCC)cc2n1.CCN(CC)CC.CCN(CC)CC.CCN(CC)CC.CCN(CC)CC.CCN(CC)CC

Structure (ORCA input):
```
! RIJCOSX wB97M-V def2-TZVPD def2/J DEFGRID3
* xyz 0 1
C 0.85257 3.15603 -1.66925
C -0.37981 2.68680 -2.59914
C -1.44735 1.74935 -1.82066
C -0.61324 0.53157 -1.16132
C -1.40846 -0.88685 -1.17697
C -1.14216 -1.65186 0.24021
C -0.59401 -3.15077 0.02762
C 1.02998 -3.05492 -0.01153
C 1.81434 -4.32966 0.42397
N 3.23831 -4.37255 0.41161
C 3.84667 -3.13040 0.01074
C 5.43724 -3.07735 0.01503
C 6.25723 -4.41023 0.41200
S 6.51237 -4.63993 2.23390
C 7.35025 -3.18087 3.01248
C 6.41847 -1.82960 2.96912
C 6.18918 -1.75881 -0.35877
S 8.00907 -1.53080 -0.34830
O 8.79746 -2.69413 0.17163
O 8.46117 -0.30390 0.43332
F 8.51530 -1.24224 -1.95143
C 5.32693 -0.48083 -0.79354
C 6.10800 0.87523 -1.22929
C 5.12206 2.03370 -1.74503
C 5.85767 3.33860 -2.32618
C 6.58646 3.13509 -3.74299
C 5.60226 3.05478 -5.02218
C 4.04186 3.28083 -4.70554
C 3.79238 -0.59323 -0.82004
C 2.99310 -1.90627 -0.40420
N 1.55910 -1.80890 -0.46181
H 1.49550 2.27938 -1.29793
H 0.50405 3.82447 -0.78853
H 1.54524 3.80452 -2.32596
H 0.06020 2.06023 -3.46938
H -0.89204 3.61486 -3.02870
H -2.19519 1.29272 -2.56560
H -2.02243 2.34721 -1.01796
H 0.35161 0.42973 -1.78367
H -0.31104 0.85120 -0.08873
H -2.52799 -0.65917 -1.28500
H -1.11067 -1.53066 -2.08244
H -0.49223 -1.01663 0.94746
H -2.17558 -1.74840 0.74915
H -0.92301 -3.54391 -0.99397
H -0.95039 -3.78518 0.90975
H 1.25462 -5.27383 0.76780
H 5.57643 -5.28772 0.07573
H 7.21696 -4.54076 -0.22398
H 8.42208 -2.98876 2.66045
H 7.43632 -3.43024 4.14252
H 6.36057 -1.39860 4.04282
H 6.94236 -1.08757 2.27826
H 5.37227 -2.14182 2.62672
H 6.70313 1.32668 -0.34356
H 6.78776 0.58303 -2.10665
H 4.31274 1.62323 -2.46363
H 4.52723 2.39022 -0.81184
H 6.68934 3.60480 -1.56022
H 5.12647 4.22994 -2.29820
H 7.22611 2.18465 -3.66409
H 7.28354 4.03706 -3.89906
H 5.76873 2.01452 -5.49815
H 5.92181 3.86723 -5.75918
H 3.54098 2.29120 -4.37047
H 3.81517 4.15840 -4.01217
H 3.53105 3.53513 -5.71593
H 3.17863 0.32180 -1.16679
C -6.62796 -2.86684 3.80756
C -5.13583 -2.80985 3.50036
N -4.39147 -1.90233 4.36602
C -3.03815 -1.62529 3.88868
C -2.05384 -2.79138 3.83262
C -4.51145 -2.13850 5.80174
C -4.11147 -3.51454 6.32994
H -7.07317 -1.86834 3.79165
H -7.13797 -3.47310 3.05387
H -6.82758 -3.32194 4.78108
H -5.03864 -2.46508 2.46407
H -4.72737 -3.82813 3.53074
H -2.59988 -0.82174 4.49138
H -3.11718 -1.20254 2.87956
H -1.70849 -3.07836 4.82650
H -1.16843 -2.49743 3.25964
H -2.47775 -3.67219 3.34307
H -5.55133 -1.95374 6.09270
H -3.94447 -1.37420 6.34500
H -4.51590 -4.33097 5.72745
H -4.49805 -3.64182 7.34625
H -3.02866 -3.62714 6.38743
C -5.97345 -0.78693 -4.97917
C -6.24883 -1.01175 -3.49698
N -6.27506 0.21779 -2.71193
C -6.24194 -0.01504 -1.26965
C -7.42651 -0.74411 -0.64158
C -7.20936 1.24775 -3.15729
C -8.68793 0.87459 -3.24834
H -5.05378 -0.21452 -5.12781
H -5.85427 -1.74937 -5.48429
H -6.79518 -0.26050 -5.47142
H -5.44390 -1.65258 -3.11845
H -7.17950 -1.58324 -3.39065
H -6.10127 0.94063 -0.75188
H -5.33477 -0.58876 -1.04216
H -8.30809 -0.10551 -0.57664
H -7.17303 -1.04261 0.38056
H -7.69436 -1.65283 -1.18613
H -6.88742 1.59671 -4.14463
H -7.10795 2.13143 -2.51729
H -8.84863 -0.08861 -3.73732
H -9.21925 1.62856 -3.83794
H -9.16112 0.85010 -2.26680
C 2.97597 2.90736 1.91261
C 3.21606 4.20471 2.67674
N 4.26471 5.03932 2.10019
C 4.69579 6.12142 2.98293
C 3.67483 7.20135 3.33309
C 4.09726 5.40646 0.69749
C 2.82135 6.14885 0.30354
H 3.90307 2.33848 1.79839
H 2.26427 2.28168 2.45845
H 2.55447 3.09030 0.92040
H 3.51108 3.92361 3.69429
H 2.26598 4.74673 2.76524
H 5.58512 6.60119 2.55867
H 5.04469 5.67110 3.92018
H 3.49548 7.87716 2.49613
H 4.05419 7.81051 4.15932
H 2.71791 6.78229 3.65353
H 4.15534 4.49181 0.09625
H 4.96197 5.99476 0.37003
H 1.92426 5.70240 0.73801
H 2.70293 6.11807 -0.78459
H 2.85984 7.20048 0.58747
C -0.24782 3.87362 -6.69354
C -0.01114 5.17503 -5.93590
N 1.03628 6.01036 -6.51370
C 1.46219 7.09668 -5.63376
C 0.43739 8.17481 -5.28942
C 0.87095 6.37252 -7.91851
C -0.40629 7.10995 -8.31672
H 0.68010 3.30570 -6.80378
H -0.95907 3.24957 -6.14522
H -0.66831 4.05052 -7.68688
H 0.28288 4.89841 -4.91650
H -0.96246 5.71550 -5.85134
H 2.35108 7.57764 -6.05773
H 1.81041 6.65044 -4.69397
H 0.25792 8.84724 -6.12902
H 0.81321 8.78787 -4.46440
H -0.51899 7.75404 -4.96963
H 0.93294 5.45673 -8.51665
H 1.73465 6.96230 -8.24567
H -1.30261 6.66198 -7.88243
H -0.52332 7.07641 -9.40466
H -0.37146 8.16229 -8.03509
C -4.74953 -7.42758 7.78592
C -4.08684 -8.66090 7.18143
N -4.12037 -8.69357 5.72078
C -3.75848 -9.99503 5.16283
C -2.33553 -10.49686 5.39651
C -3.54599 -7.53878 5.03370
C -2.08927 -7.19096 5.32888
H -5.77414 -7.31098 7.42243
H -4.78960 -7.52393 8.87439
H -4.19336 -6.51384 7.56018
H -4.63145 -9.53181 7.56397
H -3.06231 -8.73878 7.56656
H -3.95988 -9.99489 4.08550
H -4.45026 -10.74040 5.57371
H -1.61096 -9.96531 4.77859
H -2.27071 -11.55506 5.12519
H -2.03002 -10.41218 6.44216
H -4.15776 -6.66089 5.26969
H -3.66561 -7.66209 3.95128
H -1.86032 -7.21112 6.39650
H -1.87589 -6.17780 4.97211
H -1.40087 -7.85955 4.81201
*
```

These are the Mulliken partial charges, in e, on atoms 1 to 2: -0.037, -0.441



(2)
The following is a DFT calculation (ωB97M-V with the def2-TZVPD basis set) of a molecular structure, C32H87F3HfN7O13S.

Output
HOMO level (alpha / beta), hartree: -0.4276 / -0.4276
Lowest unoccupied orbital energy (alpha / beta), eV: -7.11 / -6.88
<S²>: 0.751

Structure (ORCA input):
```
! RIJCOSX wB97M-V def2-TZVPD def2/J DEFGRID3
* xyz 2 2
Hf -2.74226 3.92540 0.93386
C -1.71679 -0.99832 1.17160
F -1.09038 -1.99666 0.49796
F -3.00486 -0.91873 0.89108
F -1.58508 -1.18964 2.51115
S -0.89410 0.73689 0.67887
O 0.22800 0.87012 1.58413
O -0.51600 0.63846 -0.75192
O -1.92638 1.80901 0.85065
C -5.34821 -0.18179 -1.32742
O -5.08547 1.20445 -1.36890
H -6.35795 -0.46410 -1.02936
H -5.13369 -0.57624 -2.32064
H -4.67669 -0.74752 -0.68159
H -5.64455 1.71304 -1.96082
C 0.14912 -3.32202 -6.16336
C 0.12667 -1.93252 -5.69019
C -0.25975 -1.86799 -4.19874
O 0.68715 -2.54750 -3.41316
C 0.57075 -2.34881 -2.01662
N 1.45743 -1.36160 -5.86427
H -0.89127 -3.64239 -6.21852
H 0.77540 -3.99817 -5.58138
H 0.49987 -3.38498 -7.19347
H -0.49653 -1.28132 -6.30310
H -1.29775 -2.16468 -4.04830
H -0.22869 -0.80752 -3.94866
H 0.51886 -1.28183 -1.79993
H 1.48886 -2.74777 -1.58532
H -0.33163 -2.84712 -1.66237
H 1.78824 -1.53531 -6.80262
H 2.05165 -1.93113 -5.27892
C 3.21663 0.43503 -3.14490
C 2.57685 1.27841 -2.03923
C 3.43866 2.50034 -1.57786
O 4.54131 2.01865 -0.86501
C 5.29455 2.98755 -0.17814
N 1.27421 1.73496 -2.57407
H 4.19901 0.05477 -2.86485
H 3.41385 1.05591 -4.01880
H 2.63277 -0.46053 -3.35746
H 2.40097 0.72564 -1.11640
H 2.81921 3.10054 -0.91142
H 3.67049 3.13170 -2.43561
H 5.29780 3.87695 -0.80827
H 6.30750 2.61461 -0.02665
H 4.87976 3.34536 0.76421
H 1.18171 1.41227 -3.52665
H 0.64112 1.21669 -1.98187
C 5.06337 -4.10604 3.25400
C 4.13714 -5.27667 3.01336
C 2.69972 -4.78111 2.58569
O 2.05127 -3.94227 3.49265
C 0.90880 -3.32087 2.93885
N 4.80086 -5.90481 1.94373
H 5.13553 -3.39261 2.43308
H 6.09506 -4.29415 3.55120
H 4.69322 -3.71125 4.20017
H 4.04132 -5.95167 3.86383
H 2.02790 -5.62835 2.44809
H 2.80632 -4.35093 1.58986
H 0.14623 -4.01311 2.58190
H 1.11225 -2.67308 2.08616
H 0.41444 -2.69391 3.68089
H 5.09899 -5.21191 1.27208
H 4.21924 -6.54384 1.42080
C -2.40797 1.49702 -3.12191
C -2.09727 2.75664 -2.29458
C -1.62361 3.91890 -3.28005
O -1.46679 5.20957 -2.68805
C -1.27328 6.21753 -3.67860
N -3.14701 3.07570 -1.32009
H -1.55872 1.28473 -3.77137
H -3.29912 1.62877 -3.73557
H -2.58149 0.62341 -2.49359
H -1.22275 2.51690 -1.68973
H -2.42776 3.92271 -4.01586
H -0.73644 3.67793 -3.86568
H -0.21208 6.19628 -3.92657
H -1.50926 7.22393 -3.33282
H -1.89452 6.00798 -4.54937
H -3.65730 2.20439 -1.34326
H -3.78201 3.62643 -1.88007
C 1.33372 5.39984 -0.97954
C 0.33785 4.46288 -0.22113
C 0.68171 4.32706 1.27784
O -0.47278 3.74062 1.92067
C -0.06529 3.35382 3.22327
N -0.95002 5.09469 -0.21138
H 2.37365 5.11104 -1.13203
H 1.38778 6.35213 -0.45198
H 0.93255 5.61444 -1.97005
H 0.25391 3.49815 -0.72147
H 0.87512 5.32641 1.66771
H 1.58440 3.71847 1.33139
H -0.08583 4.26719 3.81777
H 0.90048 2.85311 3.29174
H -0.63897 2.60992 3.77608
H -0.97595 5.33134 -1.19293
H -0.64624 6.01057 0.08689
C 4.79347 -0.35519 4.16869
C 3.62844 0.10400 3.32022
C 3.93414 0.01865 1.80006
O 4.06089 -1.37049 1.49407
C 4.44878 -1.67480 0.11863
N 2.47932 -0.63824 3.66422
H 5.03793 -1.37085 3.85764
H 4.56217 -0.28624 5.23164
H 5.67767 0.25569 3.98671
H 3.41289 1.15215 3.52761
H 4.85362 0.54074 1.53536
H 3.18550 0.53755 1.20140
H 3.70924 -1.38404 -0.62745
H 4.59069 -2.73011 -0.11438
H 5.41268 -1.22253 -0.11470
H 1.81088 -0.24543 3.01693
H 2.59032 -1.58940 3.34316
C -3.26754 -3.80407 3.38751
C -4.54225 -3.61261 2.53740
C -4.93880 -4.84586 1.72975
O -3.88168 -5.22113 0.83696
C -3.55315 -4.30368 -0.23937
N -5.58600 -3.03826 3.40201
H -2.37168 -3.84604 2.76802
H -3.30355 -4.74479 3.93692
H -3.00206 -3.02450 4.10159
H -4.23876 -2.83632 1.83500
H -5.91912 -4.68232 1.28218
H -5.03620 -5.64607 2.46343
H -2.78981 -4.86463 -0.77857
H -3.19531 -3.31614 0.05185
H -4.46025 -4.22680 -0.83884
H -6.37524 -2.80438 2.81679
H -5.94530 -3.68951 4.08530
C -3.66920 1.85401 3.34919
C -4.84129 1.70236 2.34947
O -4.58205 2.31418 1.08846
O -3.08730 3.19516 3.11930
H -2.88807 1.10054 3.24805
H -4.10688 1.74314 4.34128
H -5.67256 2.23119 2.81576
H -5.18542 0.67297 2.24936
H -5.01117 1.66962 0.52101
H -3.01839 3.56869 4.00096
*
```

These are the Mulliken partial charges, in e, on atoms 1 to 2: 0.928, -0.175



(3)
The following is a DFT calculation (ωB97M-V with the def2-TZVPD basis set) of a molecular structure, C21H40BBeBrClF5N8NaO7S.

Output
HOMO level, hartree: -0.3552
Lowest unoccupied orbital energy, eV: -7.37
Energy relative to the best compared isomer or geometry (same formula, charge and spin), kcal/mol: 380.80

Structure (ORCA input):
```
! RIJCOSX wB97M-V def2-TZVPD def2/J DEFGRID3
* xyz 1 1
C -1.19449 -5.28039 1.10806
C -0.37084 -3.88879 0.68134
C 0.14734 -3.14987 2.04943
N 0.20160 -1.63977 1.98504
C 0.55664 -1.11922 0.60900
N 1.95636 -1.18103 -0.02232
C 2.27670 -0.64982 -1.41469
C 1.08851 0.02971 -2.35990
C -0.44348 0.14374 -1.77988
C -1.60096 0.82612 -2.72312
O -1.75826 2.16356 -2.65078
O -2.49084 -0.00798 -3.59740
C -0.70392 -0.43128 -0.24852
C -2.20715 -0.31908 0.45493
C -3.34961 -1.24313 -0.28364
S -4.92147 -1.07462 0.78986
C -6.28046 -2.18055 0.10903
N -7.75416 -1.76016 -0.01490
N -8.50324 -2.81627 -0.56224
C -7.53931 -3.96609 -0.76403
O -6.16764 -3.58226 -0.35547
H -1.35050 -5.87888 0.08836
H -2.29387 -4.94561 1.42638
H -0.64011 -5.90099 1.93097
H -1.12307 -3.27086 0.03229
H 0.58710 -4.25531 0.09059
H -0.60767 -3.42056 2.93272
H 1.19108 -3.57544 2.37378
H 0.99095 -1.29227 2.60743
H 2.71453 -1.59962 0.58816
H 3.40397 -0.73127 -1.76931
H 1.37358 0.42463 -3.42957
H -2.35429 -0.97102 -3.33111
H -2.62014 0.80026 0.41587
H -2.19692 -0.59872 1.60600
H -3.63477 -0.80013 -1.32954
H -3.05612 -2.36870 -0.41710
H -7.76614 -5.04483 -1.18101
F 0.59676 1.88319 -0.82204
N -2.70322 -7.07832 3.90102
H -2.90618 -6.11354 4.18760
H -2.96136 -7.20404 2.91526
H -1.70086 -7.26679 4.01909
H -3.24458 -7.72905 4.48222
Br 4.49676 -0.95562 -3.31942
C -1.19696 5.92604 -0.79798
O -1.18198 6.84284 0.00819
N -0.99839 4.64337 -0.44442
N -1.41327 6.11636 -2.11199
H -1.00696 3.87496 -1.09363
H -0.83184 4.45633 0.53580
H -1.56731 7.06754 -2.42033
H -1.42924 5.37428 -2.79098
B -4.50320 -6.83022 -0.21108
F -5.54075 -6.22376 0.60711
F -5.01199 -8.05297 -0.81096
F -4.10942 -5.90337 -1.25977
F -3.35086 -7.14073 0.61913
Be 3.59676 -2.86297 0.32164
O 4.09804 -0.78412 1.56859
C 4.46459 0.37381 1.74458
O 5.29343 0.68529 2.76324
C 5.90118 1.97565 2.96426
C 4.94839 2.92029 3.66935
C 3.93077 1.48005 0.87780
H 6.27864 2.38016 2.01935
H 6.77704 1.80940 3.60047
H 4.04526 3.09890 3.08043
H 5.43126 3.88228 3.86134
H 4.62230 2.49172 4.62251
H 2.93124 1.75436 1.22458
H 3.87124 1.11739 -0.15404
H 4.56120 2.36715 0.85039
Cl 5.09676 2.44982 -0.87028
Na -4.80324 -5.67855 4.43648
C 3.46474 5.91750 -1.68337
O 4.57466 5.42512 -1.52571
N 3.02734 6.55414 -2.82584
C 1.69558 7.11162 -2.93407
C 3.92782 6.66959 -3.95416
H 2.70199 5.88556 -0.88831
H 1.17588 6.62688 -3.76546
H 1.77635 8.18523 -3.12683
H 1.12619 6.95404 -2.01408
H 4.22438 5.66701 -4.27691
H 4.82183 7.21756 -3.64148
H 3.44432 7.19510 -4.78201
*
```

These are the Mulliken partial charges, in e, on atoms 1 to 2: -0.732, 0.120



(4)
The following is a DFT calculation (ωB97M-V with the def2-TZVPD basis set) of a single C3H8N4O molecule.

Output
HOMO level, hartree: -0.3147
Lowest unoccupied orbital energy, eV: 0.72
Energy relative to the best compared isomer or geometry (same formula, charge and spin), kcal/mol: 170.98
SMILES: N/N=C1/OCCN1N

Structure (ORCA input):
```
! RIJCOSX wB97M-V def2-TZVPD def2/J DEFGRID3
* xyz 0 1
N 0.60572 -1.84746 1.47473
N 0.67711 -1.77475 -0.02242
C 0.49542 -0.59393 -0.34828
O 0.53170 -0.08511 -1.59483
C 0.04496 1.09599 -1.84685
C -0.02892 1.54650 -0.43851
N -0.24422 0.35397 0.35222
N -1.49466 -0.17377 0.92568
H 1.41322 -1.14441 1.97961
H 0.66941 -2.91865 1.62888
H 0.87293 1.69062 -2.28379
H -1.09631 1.20991 -2.25081
H -0.84158 2.09559 0.03469
H 1.14472 1.95540 -0.23077
H -1.77191 -1.13037 0.61604
H -0.97761 -0.27953 2.00442
*
```

These are the Mulliken partial charges, in e, on atoms 1 to 2: -0.448, -0.448



(5)
The following is a DFT calculation (ωB97M-V with the def2-TZVPD basis set) of 2 unconnected molecules or ions with the total composition C6H12O.

Output
HOMO level (alpha / beta), hartree: -0.0161 / -0.0633
Lowest unoccupied orbital energy (alpha / beta), eV: 3.84 / 3.82
<S²>: 0.771
Energy relative to the best compared isomer or geometry (same formula, charge and spin), kcal/mol: 33.59

Structure (ORCA input):
```
! RIJCOSX wB97M-V def2-TZVPD def2/J DEFGRID3
* xyz -1 2
C 0.58047 1.39303 1.18741
C 0.86529 0.74908 -0.14033
C -0.15740 0.31807 -0.94583
C -1.53520 0.15733 -0.50332
C -2.46265 -0.54198 -1.29217
C 2.34653 0.66642 -0.46468
H 0.13698 0.71477 1.93954
H -0.14356 2.20458 1.10830
H 1.49634 1.73700 1.68101
H 0.12275 -0.19628 -1.86626
H -1.61202 0.21269 0.58381
H -2.26201 -1.48994 -1.82472
H -3.50946 -0.25338 -1.43782
H 2.85119 0.20600 0.38854
H 2.72250 1.67529 -0.64591
H 2.59214 0.10305 -1.37092
H -0.78555 -3.12258 1.73545
H -0.87134 -2.20192 0.51161
O -0.37502 -2.33121 1.35627
*
```

These are the Mulliken partial charges, in e, on atoms 1 to 2: -1.426, 1.095